1.
A single C16H20N4O4S2 molecule at a distorted geometry. Source: the OMol25 dataset; level of theory: ωB97M-V/def2-TZVPD.

Properties
Max |F| = 0.029 hartree/bohr
Relative energy (zero: lowest compared OMol25 entry of this formula, charge and spin) = 2.8850 eV
HOMO-LUMO gap = 0.3400 Eh
Total energy = -52736.7854 eV
Spin multiplicity = 1

```
46
Properties=species:S:1:pos:R:3:forces:R:3
C -5.9953 -3.1761 0.6732 0.079 -0.039 -0.045
C -5.4475 -1.8076 0.4066 0.017 0.023 0.112
C -5.6966 -1.1633 -0.8009 0.088 0.081 0.090
C -5.1807 0.0897 -1.0576 0.151 0.208 0.039
C -4.3961 0.7311 -0.1035 -0.157 -0.190 -0.044
O -3.9175 1.9774 -0.4598 -0.036 -0.134 -0.170
C -3.2696 2.7365 0.5262 -0.079 0.239 0.281
C -1.8910 2.1991 0.8908 -0.343 -0.023 -0.452
O -1.3403 2.3978 1.9477 -0.132 0.188 0.238
N -1.3136 1.4744 -0.1136 -0.276 0.109 -0.273
C -0.0987 0.8744 0.0378 0.864 -0.038 1.087
N 0.4774 0.1840 -0.8963 -1.243 0.459 -0.624
N 1.6437 -0.3148 -0.5120 1.273 -0.710 0.274
C 1.9674 -0.0111 0.6954 -0.121 0.329 0.603
S 3.4234 -0.5712 1.5924 0.260 -0.322 0.006
O 3.2213 -1.9599 1.8621 0.030 -0.038 -0.284
O 3.5365 0.3467 2.6847 -0.102 0.278 -0.136
N 4.7485 -0.4093 0.6501 -0.898 -0.141 0.738
C 5.1990 0.9297 0.3530 -0.037 0.811 -0.048
C 4.7051 1.4100 -1.0116 0.271 -0.112 -0.002
C 5.1129 0.4038 -2.0859 -0.291 0.003 0.002
C 4.5430 -0.9717 -1.7446 0.258 0.046 0.020
C 5.0235 -1.4051 -0.3600 -0.170 -0.627 -0.508
S 0.8090 0.9759 1.5322 0.061 -0.235 -0.701
C -4.1321 0.0993 1.1025 0.127 0.337 -0.053
C -4.6601 -1.1584 1.3453 -0.127 -0.086 -0.147
H -5.3164 -3.9324 0.2780 -0.020 -0.111 0.007
H -6.1068 -3.3484 1.7407 -0.045 -0.065 0.054
H -6.9609 -3.3071 0.1904 -0.077 -0.065 0.010
H -6.3059 -1.6488 -1.5488 -0.077 -0.044 -0.083
H -5.3755 0.5944 -1.9906 -0.035 0.065 -0.119
H -3.1422 3.7354 0.0946 0.015 -0.125 0.122
H -3.8695 2.8303 1.4397 0.154 -0.062 -0.087
H -1.8120 1.3309 -0.9845 0.044 -0.020 0.141
H 6.2949 0.9265 0.3683 -0.062 -0.009 0.060
H 4.8416 1.5673 1.1623 0.224 0.113 -0.095
H 3.6177 1.5023 -0.9994 -0.019 0.081 0.010
H 5.1300 2.3924 -1.2234 -0.035 0.048 0.035
H 6.2034 0.3494 -2.1348 0.092 0.027 -0.071
H 4.7461 0.7287 -3.0606 0.084 0.005 -0.040
H 3.4533 -0.9261 -1.7478 0.108 -0.091 -0.065
H 4.8640 -1.7093 -2.4810 -0.012 -0.067 -0.009
H 6.1071 -1.5720 -0.3725 -0.065 -0.012 0.061
H 4.5286 -2.3197 -0.0350 0.212 -0.086 -0.136
H -3.5207 0.5638 1.8609 0.033 0.053 0.100
H -4.4484 -1.6387 2.2892 0.013 -0.052 0.102
```
Positions in Å, forces in eV/Å.

In the Löwdin picture, each atom carries the following charge in e: -0.05 -0.28 -0.04 0.00 -0.26 -0.06 -0.10 -0.47 0.02 0.13 -0.55 0.03 -0.03 -0.63 0.60 -0.27 -0.30 -0.24 -0.19 -0.18 -0.20 -0.18 -0.19 1.18 -0.01 -0.03 0.09 0.08 0.08 0.11 0.12 0.15 0.15 0.17 0.13 0.11 0.10 0.11 0.11 0.11 0.08 0.11 0.13 0.11 0.11 0.12


2.
6 unconnected molecules or ions with the total composition C6H24N4O8 at a distorted geometry. Source: the OMol25 dataset; level of theory: ωB97M-V/def2-TZVPD.

Properties
Max |F| = 0.117 hartree/bohr
Relative energy (zero: lowest compared OMol25 entry of this formula, charge and spin) = 3.1393 eV
HOMO-LUMO gap = 0.3610 Eh
Total energy = -28950.3526 eV
Spin multiplicity = 1

```
42
Properties=species:S:1:pos:R:3:forces:R:3
N 1.9066 -0.3525 0.7073 0.175 -4.263 -4.243
C 1.8138 0.4518 1.7032 -2.968 1.813 1.245
N 2.9880 0.9836 1.9634 2.335 1.274 1.453
O 0.7793 0.8245 2.2259 -0.820 -0.102 0.588
H 1.1418 -0.7480 0.1793 -0.070 0.180 0.641
H 2.8083 -0.7772 0.5441 -0.258 -0.026 -0.208
H 2.7981 1.7720 2.5656 0.984 0.349 -0.180
H 3.5107 1.0392 1.1010 0.648 0.818 0.670
N 1.4855 -2.3578 -4.6789 1.668 -3.687 -1.515
C 1.0062 -1.1858 -4.4880 0.318 3.927 0.576
N 0.1355 -1.0435 -3.5417 -3.550 -0.705 3.618
O 1.4239 -0.1823 -5.0144 1.102 1.460 -2.041
H 1.1200 -3.1776 -4.2158 0.325 0.017 -0.603
H 2.0301 -2.3149 -5.5285 0.190 -1.151 0.179
H -0.1580 -0.1333 -3.2169 0.164 -0.326 -0.359
H -0.2205 -1.8722 -3.0872 -0.262 0.430 0.218
O -1.7132 -4.3965 -1.0197 0.558 -0.308 -0.211
C -3.0462 -4.2818 -0.5894 -0.218 0.017 1.263
C -3.5461 -5.5939 0.0771 0.716 0.243 -0.565
O -2.9583 -5.8301 1.4221 -1.008 0.563 -2.139
H -1.2256 -4.8139 -0.3059 0.245 -0.019 0.144
H -3.0928 -3.5096 0.1785 -0.229 0.362 0.038
H -3.5791 -3.9347 -1.4747 -0.489 -0.406 0.198
H -3.2308 -6.3451 -0.6470 0.106 -0.578 0.502
H -4.6312 -5.6561 0.1583 -0.021 0.231 -0.074
H -3.7144 -5.5323 1.9333 0.383 -0.054 0.810
O -4.3952 5.5237 0.8833 0.033 -0.531 0.015
C -3.2956 4.7552 0.3999 1.216 0.485 0.129
C -2.3603 4.2797 1.5230 -1.068 0.923 0.370
O -2.8238 3.1510 2.2438 0.485 -0.350 -0.549
H -4.4915 6.2695 0.2865 -0.149 -0.026 0.082
H -3.5618 3.9559 -0.2918 -0.440 -0.277 0.292
H -2.6720 5.4283 -0.1884 0.225 0.087 -0.190
H -2.3149 5.0781 2.2637 0.103 0.549 -0.192
H -1.3391 4.1295 1.1728 -0.064 -0.147 -0.439
H -1.9812 2.7397 2.4497 -0.291 -0.780 0.483
O 6.2518 2.6751 5.4522 -0.133 -0.103 0.133
H 6.0892 2.7819 4.5149 -0.070 -0.015 -0.225
H 7.0596 3.1629 5.6127 0.210 0.114 0.096
O 5.5184 1.3397 -1.1494 -0.001 -0.264 0.175
H 4.6021 1.5481 -1.3315 -0.254 0.060 -0.242
H 5.8824 2.1497 -0.7922 0.174 0.216 0.059
```
Positions in Å, forces in eV/Å.

In the Löwdin picture, each atom carries the following charge in e: 0.16 -0.80 0.15 0.03 0.12 0.12 0.12 0.09 0.18 -0.84 0.16 0.03 0.12 0.13 0.12 0.10 -0.08 -0.26 -0.20 -0.08 0.08 0.11 0.12 0.11 0.11 0.07 -0.06 -0.24 -0.25 -0.06 0.08 0.12 0.11 0.12 0.12 0.07 -0.05 0.02 0.03 -0.05 0.03 0.03


3.
3 unconnected molecules or ions with the total composition C30H61F9N2O9P3S at a distorted geometry. Source: the OMol25 dataset; level of theory: ωB97M-V/def2-TZVPD.

Properties
Total charge = -1
Max |F| = 0.086 hartree/bohr
HOMO-LUMO gap = 0.2216 Eh
Total energy = -116662.6873 eV
Spin multiplicity = 1

```
115
Properties=species:S:1:pos:R:3:forces:R:3
C -0.4036 -0.1735 5.1119 1.026 -0.517 0.380
C 0.2350 1.2930 4.9215 -2.909 2.263 0.761
O -0.5681 2.2488 5.1005 3.063 -2.960 -0.871
O 1.5945 1.5345 4.6370 -2.289 -1.402 -0.099
C 1.8271 1.8844 3.2439 0.863 1.196 -0.982
C 1.3008 0.8430 2.1591 1.337 -0.935 -1.481
C -0.1787 0.9361 1.5615 -0.211 -0.988 1.627
C -0.9252 2.3331 1.7136 -0.757 -0.172 -0.157
C -0.9066 3.2864 0.4416 -1.533 -2.094 -0.709
F -2.2379 3.8157 0.2975 2.882 -0.179 0.265
F -0.7405 2.5247 -0.7689 -0.156 1.480 2.660
C 0.2387 4.3876 0.3891 2.305 -1.417 -3.402
F 1.5059 3.8847 0.7818 -3.585 0.836 -0.805
F 0.4171 4.7111 -0.9954 -0.687 -0.417 3.045
S -0.0595 6.0019 1.2678 2.075 3.686 1.363
F -1.2482 6.4975 0.2264 1.446 -1.296 1.725
F 1.0817 6.7316 0.2524 -1.829 -1.060 1.544
F 1.2299 5.6545 2.3044 -2.378 0.717 -1.107
F -1.1067 5.3813 2.3845 1.202 0.673 -1.951
F -0.1993 7.4731 2.0307 0.020 -2.177 -1.003
C 1.8261 -0.6254 2.6555 0.237 -0.328 1.937
O 3.2700 -0.6085 2.3896 -2.766 -0.180 -1.670
P 3.2537 -0.2872 0.6635 -0.666 0.047 -2.329
C 3.2245 0.0381 -1.2622 -0.498 1.281 -1.425
C 1.7691 0.1284 -1.9044 0.037 -0.170 -1.088
C 1.0044 -1.2689 -2.1168 -1.230 0.415 -0.167
C -0.5950 -1.1097 -1.8293 0.169 -0.490 -0.089
C -1.0721 -1.9277 -0.5341 0.456 0.506 0.191
N -2.1866 -2.8800 -0.8515 -0.009 -0.109 1.339
P 4.7321 1.3486 0.6548 0.837 1.412 -0.843
P 5.8853 1.5440 2.4663 2.971 -1.603 2.162
O 5.9527 0.3594 3.4246 -0.694 2.579 -1.285
O 5.3963 3.0114 3.2434 0.472 -2.065 -0.709
O 7.5179 1.8579 1.9786 -2.335 0.898 0.833
N 4.3696 -1.6513 0.2064 1.547 -2.199 2.433
C 3.6588 -2.9104 -0.0252 0.141 -1.713 -3.153
C 2.8635 -3.7756 1.0452 0.475 0.149 1.044
O 3.7176 -3.3890 -1.1964 -0.346 1.534 3.869
C 5.5485 -1.8041 1.0455 3.821 0.056 -0.007
C 5.6449 -2.7022 2.3912 -0.421 0.341 -0.748
O 6.6604 -1.3001 0.7081 -4.050 -1.274 0.759
O 2.1087 1.0294 0.9398 -0.604 -0.455 1.842
H -0.7751 -0.6271 4.1382 0.655 0.846 1.012
H 0.3891 -0.9038 5.5196 -1.235 1.148 -0.568
H -1.3101 -0.1490 5.8183 1.588 0.375 -1.041
H 2.9693 1.9331 3.1153 -1.873 -0.297 0.292
H 1.4635 2.9590 3.1064 0.285 -1.523 -0.067
H -0.1343 0.5134 0.5045 -0.003 0.966 1.425
H -0.8129 0.1724 2.1554 0.730 1.248 -0.862
H -2.0365 2.0802 1.8922 1.670 0.644 -0.506
H -0.6086 2.9154 2.6385 -0.250 -0.775 -1.252
H 1.8236 -0.8420 3.7729 -0.374 0.935 -1.224
H 1.2395 -1.5373 2.2547 0.936 1.559 -0.135
H 2.1949 -1.2077 0.3656 -0.278 0.043 0.748
H 3.7550 1.0371 -1.5044 -0.915 -1.367 0.228
H 3.8092 -0.7558 -1.8403 -0.848 1.003 1.032
H 1.0413 0.8408 -1.4004 1.269 -0.800 -0.285
H 1.9168 0.5578 -2.9691 -0.265 -0.520 1.575
H 1.3754 -2.1275 -1.4750 -0.202 1.184 -0.801
H 1.0787 -1.5950 -3.2047 0.225 0.351 1.383
H -0.9084 -0.0227 -1.6887 0.627 -1.249 -0.280
H -1.1833 -1.4902 -2.7438 0.782 0.424 1.531
H -0.1815 -2.4766 -0.0490 -1.199 0.854 -0.794
H -1.4606 -1.1970 0.2576 0.601 -0.963 -1.100
H -1.8846 -3.8535 -0.6658 -0.241 0.872 -0.234
H -2.9228 -2.6849 -0.1458 0.510 -0.460 -0.811
H 5.6972 0.9338 -0.3489 -0.163 0.047 1.194
H 4.9985 2.7703 4.1066 0.439 -0.015 -0.592
H 7.8527 2.6619 2.4269 -0.327 -0.548 -0.299
H 1.8854 -4.2231 0.6462 1.526 0.924 0.324
H 2.6904 -3.1883 2.0185 0.104 -0.816 -1.586
H 3.5362 -4.6618 1.3485 -0.915 1.327 -0.624
H 4.6441 -2.7476 2.9476 1.643 0.027 -0.767
H 5.9953 -3.7310 2.0507 -0.623 1.099 0.453
H 6.4799 -2.2580 3.0266 -1.368 -0.412 -0.911
C -0.8899 2.5643 -3.8393 -0.037 -0.121 -0.066
C 0.0577 2.3468 -5.0107 0.065 0.005 0.041
C 0.9607 3.5490 -5.2898 0.054 -0.038 -0.081
C 0.2307 4.8355 -5.6872 -0.068 -0.001 0.114
C -0.6683 4.7222 -6.9191 0.090 0.128 0.014
C 0.0925 4.3680 -8.1904 -0.137 -0.061 -0.085
H -1.5867 3.3844 -4.0294 0.013 0.000 0.039
H -1.4815 1.6618 -3.6618 0.015 0.078 0.072
H -0.3342 2.7870 -2.9270 -0.048 0.023 -0.148
H -0.5170 2.0829 -5.9051 0.053 0.028 -0.019
H 0.6923 1.4819 -4.7890 -0.042 0.057 -0.053
H 1.6746 3.2774 -6.0744 -0.004 0.036 0.015
H 1.5619 3.7554 -4.3969 -0.048 -0.035 -0.034
H 0.9800 5.6158 -5.8652 -0.046 -0.022 -0.016
H -0.3724 5.1875 -4.8439 0.043 -0.028 -0.013
H -1.1690 5.6845 -7.0714 -0.020 -0.057 0.041
H -1.4620 3.9888 -6.7493 0.035 0.005 0.046
H 0.8635 5.1138 -8.4027 0.005 -0.069 0.015
H -0.5914 4.3379 -9.0429 0.098 -0.012 -0.012
H 0.5705 3.3888 -8.1148 0.013 0.062 -0.015
C -4.5532 -5.0824 3.1480 0.068 -0.163 0.056
C -4.7550 -5.4415 1.6821 0.043 0.122 -0.046
C -5.6697 -4.4661 0.9398 -0.015 -0.076 -0.119
C -7.1070 -4.3902 1.4634 0.036 0.042 0.131
C -7.8690 -5.7160 1.4731 -0.076 0.117 -0.058
C -8.0541 -6.3154 0.0850 -0.024 -0.153 0.053
H -5.4915 -5.1177 3.7060 0.042 0.041 0.001
H -3.8630 -5.7888 3.6169 -0.044 0.095 0.039
H -4.1283 -4.0799 3.2481 -0.057 -0.028 0.023
H -5.1404 -6.4633 1.6036 -0.007 0.048 -0.031
H -3.7779 -5.4443 1.1868 -0.084 -0.037 -0.010
H -5.6820 -4.7350 -0.1211 -0.007 0.040 0.030
H -5.2314 -3.4623 0.9888 -0.014 -0.051 0.002
H -7.6590 -3.6681 0.8507 0.013 -0.052 0.026
H -7.1039 -3.9799 2.4786 0.015 0.001 -0.042
H -8.8579 -5.5431 1.9108 0.074 -0.012 0.034
H -7.3702 -6.4412 2.1230 0.020 0.046 0.004
H -8.5905 -5.6227 -0.5693 0.068 -0.032 -0.002
H -8.6359 -7.2387 0.1478 0.032 0.045 -0.085
H -7.0964 -6.5587 -0.3806 -0.059 0.027 -0.018
```
Positions in Å, forces in eV/Å.

Löwdin atomic charge list, values in e, 99 entries: -0.01 -0.39 0.04 -0.05 -0.08 -0.35 -0.07 -0.05 -0.28 0.03 0.03 -0.30 0.08 0.04 0.99 -0.16 -0.18 -0.19 -0.15 -0.17 -0.18 -0.31 0.46 -0.31 -0.22 -0.18 -0.18 -0.27 -0.04 0.75 0.40 -0.39 -0.27 -0.25 -0.15 -0.43 -0.04 0.02 -0.43 -0.03 -0.02 -0.39 0.07 0.09 0.09 0.12 0.13 0.10 0.11 0.15 0.10 0.11 0.11 0.05 0.04 0.09 0.07 0.10 0.07 0.10 0.08 0.10 0.10 0.09 0.06 0.05 -0.05 0.06 0.05 0.09 0.06 0.09 0.07 0.08 0.08 -0.11 -0.26 -0.22 -0.23 -0.28 -0.12 0.07 0.07 0.05 0.10 0.09 0.10 0.11 0.11 0.10 0.10 0.10 0.07 0.07 0.07 -0.11 -0.27 -0.23 -0.23


4.
A single C4H8O4 molecule at a distorted geometry. Source: the OMol25 dataset; level of theory: ωB97M-V/def2-TZVPD.

Properties
Max |F| = 0.026 hartree/bohr
Relative energy (zero: lowest compared OMol25 entry of this formula, charge and spin) = 2.4828 eV
HOMO-LUMO gap = 0.3903 Eh
Total energy = -12466.6766 eV
Spin multiplicity = 1

```
16
Properties=species:S:1:pos:R:3:forces:R:3
O -3.8428 -4.8843 -0.9962 0.167 0.269 0.194
C -3.1603 -3.8810 -0.9470 -0.242 -0.069 -0.443
C -1.8075 -3.8643 -1.6112 0.112 0.134 0.146
O -1.4994 -5.1026 -2.1738 0.135 0.007 -0.055
C -3.6519 -2.6300 -0.2307 0.574 0.039 -0.445
O -2.7663 -1.5036 -0.4273 -0.622 -0.737 0.195
C -3.7181 -2.9036 1.2715 -0.883 0.645 -0.334
O -2.4610 -2.9847 1.8734 1.029 -0.324 -0.054
H -1.0671 -3.5711 -0.8461 -0.074 0.021 -0.227
H -1.8065 -3.0664 -2.3748 0.052 -0.175 0.200
H -2.2453 -5.6924 -1.9890 -0.100 0.034 0.014
H -4.6755 -2.4349 -0.5910 0.280 0.000 0.098
H -2.9803 -1.0631 -1.2534 -0.106 -0.025 -0.064
H -4.2913 -1.9998 1.6094 0.817 -0.911 0.576
H -4.2767 -3.8249 1.4790 -0.287 0.292 -0.257
H -1.9145 -3.7047 1.4750 -0.853 0.798 0.455
```
Positions in Å, forces in eV/Å.

In the Löwdin picture, each atom carries the following charge in e: 0.10 -0.33 -0.20 -0.03 -0.28 -0.02 -0.22 -0.04 0.14 0.14 0.08 0.17 0.10 0.14 0.13 0.11